1.
# C30H82O27S11

A 11-piece molecular cluster, C30H82O27S11 overall (wB97M-V/def2-TZVPD, the Open Molecules 2025 dataset).

CARTESIAN COORDINATES (ANGSTROEM)
H 0.532 0.662 -1.260
C 1.389 8.023 -6.439
S 7.364 -6.724 -2.370
O 2.013 -8.149 -0.347
H 7.697 -7.322 -4.705
C 1.163 -1.162 0.957
H -5.376 -4.700 -9.086
H -4.507 -3.819 -4.480
O 7.656 -0.618 10.355
C 6.048 0.912 -0.431
C -0.103 -7.919 1.243
H -0.316 2.937 5.407
O -5.923 3.576 3.363
S 1.375 5.831 -4.859
H -5.872 5.191 0.167
S 1.130 1.135 5.856
H 7.054 -4.561 -3.370
H -0.067 -3.124 7.497
H 5.902 -5.720 -4.018
C 5.923 -1.874 5.969
H -4.439 -2.050 -6.276
H -9.512 -3.127 2.822
H -1.430 6.223 0.791
C 0.021 -1.160 6.703
C 8.380 -6.999 -3.919
C -6.401 4.647 0.950
S 0.475 -1.744 -0.603
C -5.440 -3.061 1.542
H -0.628 -7.162 1.825
H -5.223 2.813 -2.528
O 1.791 1.360 7.170
H 0.896 8.982 -6.280
C 6.183 -2.460 7.347
O 0.816 -0.513 5.690
H 9.166 -7.739 -3.771
C 1.987 6.925 -3.548
O 7.305 -3.170 9.972
H 5.032 1.244 -0.645
H -7.435 4.990 0.962
H 1.469 -2.760 6.749
O 1.836 1.545 4.598
H 2.170 6.356 -2.637
C 0.392 -2.651 6.629
H 1.671 -5.920 2.603
O 1.701 -1.924 -1.491
S -3.394 -3.566 -8.210
H -1.159 1.805 6.618
O -5.579 -0.467 1.095
C 2.259 -6.500 1.891
H -1.044 1.456 4.810
H 7.905 1.788 0.117
H 2.843 7.494 -3.911
H 0.252 -0.674 7.651
H -1.473 4.825 1.747
O -8.006 -0.394 -5.017
H -6.432 3.573 0.764
H -4.466 2.509 -4.043
O -2.536 -4.599 -8.816
C -6.540 2.966 -4.140
C -3.309 5.971 1.753
H -0.637 -0.170 -2.159
H -2.791 -1.681 -5.821
H -6.182 -2.979 0.748
O 6.914 -1.475 8.088
O -5.929 6.046 3.202
H 10.148 -2.443 9.398
H -8.522 0.509 -2.406
C 9.388 -2.010 8.747
H 5.334 -2.755 7.964
H -8.020 -1.354 1.704
O -3.243 -3.603 -6.555
H 9.710 -1.025 8.409
H 1.807 -1.827 1.532
C 8.997 4.443 -0.794
O 6.390 -7.882 -2.457
H -10.065 0.455 -3.335
O 0.625 7.070 -5.681
H -3.090 6.661 2.567
H 9.275 -2.662 7.881
H 9.199 3.911 -1.723
O 2.560 5.427 -5.642
H 9.410 3.888 0.049
H 6.058 0.111 0.307
O -3.882 4.771 2.293
H -8.648 -0.784 3.269
C 6.333 -5.331 -3.095
H -0.811 -8.377 0.553
H 9.341 5.468 -0.929
H -2.401 4.730 0.254
H -9.422 2.072 -2.739
H -4.008 6.432 1.055
H -3.033 -3.312 -3.836
C -2.091 5.399 1.057
C 6.860 2.083 0.026
C -5.161 3.189 -3.550
H 6.381 0.417 -1.344
C -8.505 -2.927 3.187
H -7.884 -3.733 2.795
H 1.581 -0.178 0.743
H 0.293 -1.019 1.598
S 7.732 -1.842 9.527
H 0.614 7.376 -8.342
H 8.863 -6.051 -4.157
H 6.566 2.304 1.052
H 3.086 -5.890 1.527
C 1.577 7.605 -7.885
S 1.288 -7.036 0.379
H 2.564 -7.408 2.410
C -3.876 -2.933 -4.413
O 6.873 4.892 0.905
H 0.078 -3.174 5.725
H -1.025 0.262 -0.493
O -6.747 -1.348 3.253
O -8.660 2.025 -5.548
H 0.329 -8.680 1.893
H 6.787 -3.348 7.161
C -0.235 -0.104 -1.148
H 1.124 7.572 -3.385
H -4.448 -3.281 1.147
S -5.546 4.785 2.635
H -4.342 -2.070 -3.936
S -8.148 1.005 -4.593
H 2.130 8.436 -8.323
H -7.320 3.488 -3.585
S 7.176 4.655 -0.497
H -4.723 4.174 -3.713
H -1.028 -1.025 6.439
H 2.340 8.264 -5.963
O -6.635 1.564 -4.142
O 0.389 4.967 -4.240
O -4.182 -1.311 3.156
H 5.513 -2.596 5.263
H -5.765 -3.310 -7.954
C -0.601 1.924 5.690
H -5.138 -4.899 -7.382
S -5.343 -1.338 2.289
H 2.318 6.812 -7.988
H 6.813 -1.365 5.598
O 6.705 5.541 -1.562
H 5.123 -1.135 6.006
H -8.580 -3.076 4.264
C -9.197 1.056 -3.064
C -5.114 -4.155 -8.179
H -6.485 3.439 -5.120
H 5.619 -5.006 -2.339
H -5.691 -3.645 2.427
C -8.047 -1.548 2.776
O 6.707 3.100 -0.874
C -3.547 -2.467 -5.809
O -3.356 -2.165 -8.664

## Properties
ΔE to the lowest compared entry with this formula, charge and spin ... 602.2 kJ/mol
HOMO ... -0.32027 Eh
Orbital gap ... 8.471 eV
E ... -7603.33863 Ha
E_LUMO ... -0.24 eV
2S+1 ... 1

2.
# C30H83N3O10

A 10-piece molecular cluster, C30H83N3O10 overall (wB97M-V/def2-TZVPD, the Open Molecules 2025 dataset).

CARTESIAN COORDINATES (ANGSTROEM)
H -6.518 -1.317 4.133
H 3.765 -0.597 -2.038
O -2.752 -1.566 -1.379
H 3.822 1.699 -2.664
H 2.693 -4.220 0.754
C 1.682 -2.608 -5.182
C -3.906 -3.487 -2.190
O -0.167 -1.246 -4.292
H 2.590 -2.817 -0.958
H -5.440 0.072 3.837
H 3.867 -0.170 -3.762
C -4.297 -0.615 1.566
O -0.007 -0.722 -1.213
H 4.307 -3.665 3.717
H 0.481 2.137 3.589
H 1.920 -1.780 -5.864
H -2.296 1.521 -1.943
H -3.637 -2.781 3.017
H 0.988 3.106 1.385
C -0.462 4.083 -0.536
H 1.014 -1.679 0.344
H -5.766 2.624 -1.761
N 2.364 1.484 -1.160
H 3.714 6.479 1.120
H 0.425 0.691 1.278
H -5.649 -2.213 1.870
H 0.271 -3.267 -3.812
O -4.651 0.241 -2.395
C -0.708 -3.001 -5.745
H -0.982 4.514 0.301
H -5.541 0.324 -2.052
H 1.366 3.033 -5.865
C 0.274 -2.594 -4.690
H -1.738 -3.211 -1.969
N 2.093 1.594 6.630
H 3.832 3.967 -0.194
H 2.777 -4.229 -2.955
H -0.275 0.736 6.953
C 1.212 4.151 1.072
H 2.321 -2.543 -4.309
H -4.434 2.077 -0.674
H 1.603 0.861 -0.961
H 1.763 2.887 -3.411
H -0.604 -3.951 -6.266
C 3.674 -1.195 2.786
C -4.223 1.630 -2.747
H -2.373 2.555 -3.352
C 3.204 -1.953 4.004
H -2.518 0.751 -3.532
H 0.567 2.826 5.939
H 0.966 1.221 -3.577
H -0.554 3.027 -0.729
C 2.843 1.263 -2.522
H 1.952 2.419 -1.126
H -3.380 -1.064 1.159
H -0.722 4.643 -1.443
H -6.886 -0.313 2.737
H -0.989 -0.885 -1.350
H -1.264 0.371 0.951
C -2.112 -0.113 5.327
H 1.954 -3.539 -5.673
C 1.022 1.872 5.666
H 2.062 -5.679 -2.196
H 4.748 -1.341 2.652
H 2.733 4.735 2.407
C 0.049 0.754 5.912
H -4.191 3.487 -1.740
H -4.133 -3.792 -1.173
C 2.725 6.077 0.861
O 3.874 -1.527 5.222
H -0.429 -0.560 2.173
H 0.546 -0.211 5.683
H 2.710 -3.879 3.116
C 1.372 1.980 4.169
H 3.213 -1.511 1.862
H -4.742 -2.916 -2.600
H -2.214 -0.277 6.392
C 1.568 1.960 -5.885
H -0.645 -2.048 0.195
H -2.445 -2.287 -3.301
H 1.040 -3.523 -1.361
H 1.822 1.070 3.748
H 3.707 -5.134 -1.827
H 2.171 -1.676 4.122
H 3.534 -0.109 2.964
H 0.214 -0.994 -3.440
H 2.520 0.686 6.469
O 1.847 -4.298 0.307
H 1.947 6.702 1.315
C 3.233 -0.172 -2.893
H -0.673 -2.155 -6.438
H 2.071 1.685 -6.820
C 1.889 1.797 -3.602
H -1.683 -3.040 -5.322
H 2.567 6.159 -0.226
C 2.678 -4.808 -2.041
H 2.118 2.752 3.930
C -0.310 -0.102 1.183
C 0.040 -1.213 0.185
C 3.266 -3.429 3.950
O -1.122 0.899 5.124
H -3.872 -4.363 -2.839
O 2.459 1.601 -4.858
H -4.100 0.321 2.098
H 0.509 4.786 1.653
C 2.047 -3.779 -1.043
C -4.670 2.511 -1.648
C 2.566 4.655 1.319
C -6.064 -0.692 3.358
N 3.676 3.856 0.803
H -1.834 -1.046 4.783
O 0.896 4.299 -0.294
C -2.765 1.618 -2.936
H 0.639 1.406 -5.813
H 3.566 2.872 0.989
H 2.970 -3.822 4.911
O -4.247 -2.203 3.499
H -2.976 0.391 4.932
H -4.765 1.791 -3.689
C -5.090 -1.493 2.526
H -4.994 -0.385 0.750
H 2.842 2.270 6.616
H 2.378 -0.791 -3.177
H -3.465 -0.982 -1.719
C -2.659 -2.625 -2.263
H 4.803 -1.781 5.120

## Properties
ΔE to the lowest compared entry with this formula, charge and spin ... 45.4 kJ/mol
HOMO ... -0.32279 Eh
Orbital gap ... 9.160 eV
E ... -2109.35313 Ha
Structure (SMILES) ... COC[C@H](C)N.COC[C@H](C)N.COC[C@H](C)N.CC(C)O.CC(C)O.CC(C)O.CC(C)O.CCO.CCO.CCO
E_LUMO ... 0.38 eV
2S+1 ... 1

3.
# C30H84N6O9

A 9-piece molecular cluster, C30H84N6O9 overall (wB97M-V/def2-TZVPD, the Open Molecules 2025 dataset).

CARTESIAN COORDINATES (ANGSTROEM)
H -1.516 20.630 10.902
H 11.683 13.129 6.921
C 3.240 20.846 7.409
H -3.833 20.226 3.253
C -2.531 15.419 5.930
H 10.080 18.572 8.350
H 12.450 14.723 6.899
H -2.196 17.028 1.338
H 11.371 24.059 13.577
H -2.227 19.517 -2.004
C -2.906 20.716 2.954
H 5.679 22.406 2.728
H 8.937 22.347 13.784
H 6.282 21.165 11.738
H 7.381 22.132 3.047
H 1.346 21.582 6.477
C 4.871 18.695 15.899
N -1.540 15.947 5.016
H 1.187 24.415 1.908
H 3.149 14.156 14.104
H 9.690 16.018 6.325
C -2.198 13.085 8.880
H 1.082 22.820 1.377
O 9.293 24.178 12.996
H 10.137 24.020 14.826
H -1.007 18.742 0.172
H 4.548 23.465 -1.721
H 2.126 24.349 -2.895
H 11.371 14.194 5.673
H 2.433 22.300 -0.585
H 3.378 21.539 -3.096
C -1.753 23.370 9.425
N 3.992 24.251 -2.024
H 3.780 16.103 15.633
O 4.628 17.897 14.727
C 7.736 22.644 11.952
H 3.986 21.467 6.913
H -0.912 23.223 8.747
C 10.202 16.044 7.287
C 3.596 16.868 14.878
H -0.978 14.740 7.343
H -2.006 24.420 9.568
H -2.005 22.740 11.557
H -0.832 16.475 5.505
C 6.167 20.311 2.645
H 6.102 19.984 3.682
H -3.345 13.936 4.554
O -1.001 21.294 10.438
O 6.846 22.051 1.142
H -3.003 12.840 9.572
H -2.604 20.658 0.312
C 2.642 17.018 12.579
H 5.561 19.496 15.635
C 10.386 24.437 13.851
O 1.288 19.659 7.174
H 6.742 24.618 12.221
N -2.455 17.200 0.378
H 6.400 23.472 13.517
H 9.855 22.262 12.291
H 2.246 20.485 5.483
O -2.247 19.789 2.085
C -1.886 14.392 6.850
H -2.899 16.254 6.528
H 7.183 20.965 12.996
C 9.351 16.702 8.416
H -3.889 19.486 0.764
C 7.992 16.101 8.581
H 2.416 16.534 11.629
H 4.337 15.912 13.036
H 0.849 20.031 7.942
C 9.057 22.801 12.801
H -4.020 15.539 4.295
H 9.951 16.682 9.326
C 6.585 23.563 12.447
C -2.818 19.690 0.764
C 1.935 23.158 -1.037
C 6.531 21.781 2.462
O 10.497 14.682 7.637
H 5.306 18.054 16.666
H -3.432 18.280 -1.608
H 7.979 22.812 10.902
H 3.718 22.885 -4.202
O -2.726 13.977 7.905
C 2.746 23.623 -2.369
H 2.937 21.317 8.345
C -2.385 18.565 -1.497
H 7.338 16.586 9.306
H 5.640 23.276 11.985
H 2.080 22.370 -3.910
H 3.285 17.855 12.304
H -4.407 14.490 5.747
C 1.004 23.840 1.000
H -3.189 21.656 2.479
C 11.509 14.192 6.754
H 7.201 22.942 1.088
H 4.032 19.147 16.429
C -1.308 22.692 10.720
H -2.265 20.858 3.824
H -1.587 13.534 6.247
H 11.110 16.647 7.289
H -1.933 17.773 -2.093
C 1.985 20.701 6.519
H 3.811 19.930 7.558
H 3.803 24.787 -1.189
H 8.068 15.104 9.015
H -0.400 23.264 10.911
C -2.070 18.562 0.015
H 10.483 25.517 13.967
H 2.653 14.446 12.583
H 2.673 17.333 15.224
C 3.045 22.523 -3.426
H -1.742 16.622 -0.044
O 1.890 24.195 -0.046
H 6.875 19.729 2.054
H 0.920 22.925 -1.361
H 1.710 17.334 13.047
H -1.467 13.642 9.468
N 9.169 18.159 8.209
H -1.836 12.135 8.487
H -1.845 16.662 4.372
H -0.029 24.081 0.752
N 2.662 14.821 13.520
C -3.646 14.855 5.057
C 3.383 16.100 13.529
H 8.660 18.557 8.985
H 5.246 20.022 2.139
N 7.243 21.264 12.033
H 7.413 16.047 7.659
H -2.653 22.813 9.164

## Properties
ΔE to the lowest compared entry with this formula, charge and spin ... 431.9 kJ/mol
HOMO ... -0.33420 Eh
Orbital gap ... 9.411 eV
E ... -2198.82310 Ha
Structure (SMILES) ... COC[C@H](C)N.COC[C@H](C)N.COC[C@H](C)N.COC[C@H](C)N.COC[C@H](C)N.COC[C@H](C)N.CCO.CCO.CCO
E_LUMO ... 0.32 eV
2S+1 ... 1